(i)
Molecular formula: C37H43CoO3Si
Method: DFT, the ωB97M-V functional and the def2-TZVPD basis

Last column: Mulliken charge in e.
Positions of all 85 atoms, in Å:
O (-0.08297, -0.32876, -7.36198)  -0.415
C (-0.17965, 0.97853, -8.01265)  -0.452
C (-0.38941, 0.39208, -9.40983)  -0.843
H (0.75133, 1.54581, -7.90568)  0.298
H (-1.03161, 1.55511, -7.64188)  0.260
C (-0.21359, -0.96892, -8.66897)  1.503
H (0.39926, 0.60843, -10.13421)  0.303
H (-1.38941, 0.52735, -9.82999)  0.302
C (1.05440, -1.68209, -9.10143)  -1.632
H (1.91312, -0.99613, -9.09166)  0.370
H (0.93055, -2.07642, -10.12348)  0.393
H (1.25942, -2.52947, -8.43450)  0.365
C (-1.42760, -1.87268, -8.76465)  -1.670
H (-2.34194, -1.33585, -8.47582)  0.362
H (-1.29248, -2.75107, -8.11794)  0.370
H (-1.54022, -2.22713, -9.80247)  0.390
Co (-0.51401, -0.74601, 1.12341)  0.906
C (-2.48897, -1.01912, 1.60774)  -0.732
C (-2.40313, 0.42911, 1.64886)  -0.162
C (-2.52726, 0.90980, 0.31199)  -1.334
H (-2.33624, 1.03596, 2.54580)  0.723
C (-2.64235, -0.20135, -0.56226)  -0.083
C (-2.57875, -1.38771, 0.20938)  -0.973
H (-2.66923, -2.40483, -0.18232)  0.642
H (-2.64000, -1.66041, 2.47667)  0.572
H (-2.57017, 1.95574, 0.02778)  0.491
H (-2.83809, -0.14501, -1.62756)  0.645
C (0.75145, -2.36260, 1.86952)  -0.801
C (-0.24645, -2.84003, 0.93293)  -1.224
C (0.24279, -2.57151, -0.39079)  -0.185
H (-1.10091, -3.46293, 1.19573)  0.651
C (1.52580, -1.97867, -0.27734)  -0.693
C (1.85357, -1.86457, 1.10328)  -0.085
H (2.79343, -1.49850, 1.51170)  0.658
H (0.68790, -2.49885, 2.94599)  0.748
H (-0.27883, -2.84796, -1.30448)  0.591
H (2.17937, -1.71172, -1.10065)  0.447
O (-0.03369, -0.18284, -2.02594)  -0.221
C (-0.48325, -0.93230, -3.16981)  -0.609
C (-0.73299, 0.06046, -4.29881)  -0.185
H (-1.38562, -1.50612, -2.89300)  0.332
H (0.30472, -1.65360, -3.44235)  0.303
C (0.07696, 1.30629, -3.90334)  -0.682
H (-1.79918, 0.31436, -4.28597)  0.233
H (-0.47408, -0.34034, -5.28116)  0.129
C (0.13668, 1.20779, -2.37900)  -0.334
H (-0.35871, 2.24065, -4.26870)  0.362
H (1.09268, 1.21365, -4.31016)  0.269
H (-0.69255, 1.78057, -1.93634)  0.117
H (1.08489, 1.56059, -1.94507)  0.284
O (0.38217, 0.54840, 2.07308)  -0.768
Si (0.47151, 0.72497, 3.67449)  -1.100
C (-0.56013, -0.44908, 4.71052)  1.720
C (-1.91695, -0.21511, 4.96917)  -0.180
C (-2.68171, -1.14660, 5.68744)  -0.843
C (-2.09703, -2.31578, 6.18099)  -0.689
C (-0.74911, -2.56351, 5.91660)  -0.670
C (0.01494, -1.63225, 5.19817)  -0.519
C (2.21746, 0.50537, 4.29751)  0.659
C (2.44098, 0.41072, 5.67575)  -0.122
C (3.74419, 0.26817, 6.17142)  -0.745
C (4.82681, 0.24839, 5.28876)  -0.468
C (4.60413, 0.38971, 3.91542)  -0.659
C (3.30139, 0.53965, 3.41759)  -0.444
C (0.08159, 2.49216, 4.13398)  0.939
C (-0.67777, 2.80646, 5.26546)  -0.169
C (-0.85729, 4.14348, 5.64534)  -0.705
C (-0.24589, 5.16840, 4.91930)  -0.500
C (0.53538, 4.85250, 3.80166)  -0.594
C (0.67997, 3.51958, 3.39464)  -0.666
H (-2.39199, 0.70334, 4.61740)  0.281
H (-3.74246, -0.94627, 5.84873)  0.397
H (-2.69061, -3.03661, 6.74654)  0.389
H (-0.27604, -3.48796, 6.25301)  0.398
H (1.07186, -1.84442, 5.01350)  0.485
H (1.59295, 0.42524, 6.36613)  0.402
H (3.89987, 0.16007, 7.24355)  0.396
H (5.84108, 0.13255, 5.67282)  0.368
H (5.44176, 0.37920, 3.21789)  0.390
H (3.12393, 0.66523, 2.34611)  0.432
H (-1.14078, 2.00575, 5.83966)  0.420
H (-1.48616, 4.37339, 6.50453)  0.399
H (-0.38498, 6.20977, 5.21800)  0.359
H (1.01818, 5.64416, 3.23165)  0.387
H (1.25386, 3.28417, 2.49460)  0.319

Results
E_HOMO (alpha / beta) = -7.495 / -8.258 eV
molecular weight = 622.77 g mol⁻¹
spin multiplicity = 5
orbital gap (alpha / beta) = 8.139 / 7.084 eV

=====

(ii)
Molecular formula: C37H43CoO3Si
Method: DFT, the ωB97M-V functional and the def2-TZVPD basis

Last column: Mulliken charge in e.
Positions of all 85 atoms, in Å:
O (-0.65988, 0.16666, -5.28746)  -0.450
C (-0.74887, 1.36575, -6.19674)  -0.211
C (0.00162, 0.66938, -7.33670)  -0.928
H (-0.21927, 2.23244, -5.75291)  -0.054
H (-1.79492, 1.60696, -6.48788)  0.345
C (-0.11225, -0.57691, -6.43516)  1.754
H (1.03498, 0.99936, -7.46688)  0.279
H (-0.58271, 0.55870, -8.26410)  0.388
C (1.14237, -1.34111, -6.09444)  -1.576
H (1.76613, -0.84008, -5.35190)  0.272
H (1.75820, -1.49613, -6.98909)  0.387
H (0.83862, -2.32834, -5.72170)  0.369
C (-1.07951, -1.53542, -7.13307)  -1.822
H (-1.99247, -1.03645, -7.49146)  0.401
H (-1.34490, -2.35464, -6.45492)  0.412
H (-0.60027, -1.98257, -8.02752)  0.392
Co (-0.19949, -0.56812, -0.24061)  -0.190
C (-2.23648, -0.06938, 0.72911)  -0.140
C (-2.36024, 1.22481, 0.16739)  -0.476
C (-2.28070, 1.11088, -1.23684)  -0.645
H (-2.53987, 2.13898, 0.73101)  0.498
C (-1.99940, -0.24329, -1.57753)  -0.373
C (-2.13600, -1.03092, -0.35414)  -1.252
H (-2.35658, -2.08709, -0.23588)  0.747
H (-2.35978, -0.34322, 1.77077)  0.745
H (-2.51638, 1.87995, -1.96994)  0.549
H (-1.88345, -0.61417, -2.60005)  0.671
C (1.44427, -2.16400, 1.03669)  -0.076
C (0.34521, -2.60823, 0.21676)  -1.193
C (0.68196, -2.27113, -1.16902)  -0.339
H (-0.42567, -3.34526, 0.47493)  0.537
C (2.03570, -1.76708, -1.15670)  -0.616
C (2.46850, -1.67336, 0.19094)  -0.639
H (3.47311, -1.38955, 0.53241)  0.550
H (1.53390, -2.33772, 2.10999)  0.665
H (0.13118, -2.65590, -2.03981)  0.697
H (2.62463, -1.57311, -2.06143)  0.497
O (2.23335, 1.38600, -4.42948)  -0.400
C (1.30409, 1.11771, -3.34986)  0.148
C (0.62076, 2.41952, -2.94615)  0.515
H (1.86786, 0.69789, -2.50154)  -0.077
H (0.58038, 0.37129, -3.69145)  0.001
C (1.59523, 3.50062, -3.53196)  -0.585
H (0.45782, 2.47356, -1.85916)  -0.502
H (-0.38272, 2.46909, -3.40492)  0.039
C (2.76969, 2.70372, -4.16199)  -0.563
H (1.93744, 4.23725, -2.79153)  0.382
H (1.08314, 3.99845, -4.37528)  0.226
H (3.61267, 2.63570, -3.44850)  0.291
H (3.15826, 3.12385, -5.10098)  0.336
O (0.63408, 0.76128, 0.88423)  1.028
Si (0.76250, 1.16594, 2.44793)  -1.683
C (-0.24028, 0.09192, 3.63330)  1.007
C (-1.52804, 0.46217, 4.04956)  -0.390
C (-2.30257, -0.41526, 4.82094)  -0.495
C (-1.85428, -1.70852, 5.08616)  -0.577
C (-0.57542, -2.08016, 4.67709)  -0.851
C (0.26569, -1.14428, 4.05837)  -0.436
C (2.52260, 0.90841, 3.02026)  0.875
C (2.84801, 0.71108, 4.36732)  -0.017
C (4.18632, 0.57302, 4.76412)  -0.660
C (5.21364, 0.63440, 3.81702)  -0.534
C (4.88583, 0.82696, 2.46895)  -0.433
C (3.54987, 0.96136, 2.07385)  -0.634
C (0.29394, 2.93296, 2.97481)  0.393
C (0.18255, 3.30233, 4.32779)  -0.131
C (-0.12358, 4.62125, 4.70656)  -0.689
C (-0.30855, 5.61040, 3.73558)  -0.465
C (-0.16263, 5.26111, 2.38806)  -0.643
C (0.14071, 3.94222, 2.01144)  -0.363
H (-1.93199, 1.43904, 3.76979)  0.394
H (-3.26746, -0.07514, 5.18647)  0.400
H (-2.49412, -2.41824, 5.60371)  0.391
H (-0.21744, -3.09695, 4.82091)  0.408
H (1.32437, -1.38464, 3.91755)  0.636
H (2.06640, 0.65863, 5.13043)  0.327
H (4.42790, 0.40398, 5.81504)  0.392
H (6.26176, 0.55459, 4.11856)  0.363
H (5.66841, 0.87259, 1.71089)  0.403
H (3.29056, 1.11521, 1.02222)  0.288
H (0.31944, 2.57021, 5.12614)  0.253
H (-0.20589, 4.88793, 5.76322)  0.374
H (-0.56878, 6.63588, 4.01988)  0.364
H (-0.27017, 6.03036, 1.62243)  0.389
H (0.24792, 3.68319, 0.95368)  0.334

Results
E_HOMO (alpha / beta) = -7.930 / -8.592 eV
molecular weight = 622.77 g mol⁻¹
spin multiplicity = 5
orbital gap (alpha / beta) = 8.577 / 6.874 eV

=====

How do the energies compare? Relative to the most stable structure, in hartree: (i) 0.0000; (ii) 0.0256.

=====

(i)
Molecular formula: C4H8ClN3
Method: DFT, the ωB97M-V functional and the def2-TZVPD basis

Last column: Mulliken charge in e.
Positions of all 16 atoms, in Å:
C (1.36518, 0.54487, 0.58466)  -0.296
C (1.12403, -0.79173, 0.62678)  -0.263
C (-0.10435, 2.35191, -0.34515)  -0.997
C (-0.62451, -2.30187, -0.36520)  -0.955
N (0.38760, 1.05446, -0.28357)  0.293
N (0.10834, -1.09008, -0.18591)  0.413
N (-0.50928, 0.01092, -0.61699)  -0.621
Cl (-2.16157, 0.04256, 0.88159)  -0.523
H (2.13126, 1.22484, 1.10016)  0.337
H (1.65241, -1.59287, 1.18280)  0.375
H (-1.12228, 2.29149, -0.57164)  0.404
H (0.13792, 2.97123, 0.44280)  0.370
H (0.16845, 2.87528, -1.24121)  0.351
H (-0.93994, -2.71168, 0.54749)  0.374
H (-1.58703, -1.89921, -0.88588)  0.367
H (-0.02622, -2.98011, -0.87071)  0.370

Results
E_HOMO (alpha / beta) = -7.588 / -7.589 eV
molecular weight = 133.58 g mol⁻¹
orbital gap (alpha / beta) = 8.208 / 8.209 eV

=====

(ii)
Molecular formula: C4H8ClN3
Method: DFT, the ωB97M-V functional and the def2-TZVPD basis

Last column: Mulliken charge in e.
Positions of all 16 atoms, in Å:
H (-3.61323, -0.36257, 0.95634)  0.187
N (-3.02265, -0.02561, 1.76046)  -0.629
C (-1.74874, -0.21406, 1.72169)  0.142
N (-1.08380, -0.53251, 0.56925)  -0.314
N (0.16632, -1.38227, 0.87576)  -0.412
C (1.11602, -0.21945, 1.06938)  -0.388
C (1.00164, -0.84061, -0.34703)  -0.212
C (0.29269, 0.21441, -1.38934)  -0.555
Cl (1.58362, 1.27089, -1.88849)  -0.196
H (-1.35607, 0.26752, 2.72003)  0.293
H (-1.79523, -1.13866, 0.05634)  0.279
H (2.02205, -0.14930, 1.67698)  0.272
H (0.50234, 0.64273, 1.32906)  0.198
H (1.66225, -1.56348, -0.49534)  0.579
H (-0.26501, -0.19658, -2.10819)  0.517
H (-0.46739, 0.83616, -0.79736)  0.239

Results
E_HOMO = -9.199 eV
molecular weight = 133.58 g mol⁻¹
orbital gap = 10.033 eV

=====

How do the energies compare? Relative to the most stable structure, in hartree: (i) 0.0000; (ii) 0.0662.

=====

(i)
Molecular formula: C8H6N2S
Method: DFT, the ωB97M-V functional and the def2-TZVPD basis

Last column: Mulliken charge in e.
Positions of all 17 atoms, in Å:
C (-2.44458, -1.25302, -0.02283)  -0.519
C (-3.14477, -0.04990, -0.00722)  -0.234
N (-2.55541, 1.13599, -0.01114)  -0.588
C (-1.24300, 1.11010, -0.00872)  -0.085
C (-0.40943, -0.01833, -0.04152)  0.673
C (1.03234, 0.11011, -0.00390)  0.089
N (1.63802, 1.27227, -0.00426)  -0.423
C (2.98225, 1.12235, -0.00811)  -0.499
C (3.43907, -0.15067, -0.03259)  -0.159
S (2.15039, -1.28209, -0.00062)  -0.126
C (-1.07940, -1.23001, -0.01642)  -0.315
H (-2.97857, -2.16246, -0.07089)  0.411
H (-4.24467, -0.06065, 0.04872)  0.329
H (-0.70279, 2.11820, 0.08449)  0.366
H (3.62647, 2.00365, -0.04102)  0.381
H (4.47897, -0.50705, 0.00600)  0.395
H (-0.54489, -2.15849, 0.13003)  0.305

Results
E_HOMO = -8.693 eV
molecular weight = 162.22 g mol⁻¹
orbital gap = 8.669 eV

=====

(ii)
Molecular formula: C8H6N2S
Method: DFT, the ωB97M-V functional and the def2-TZVPD basis

Last column: Mulliken charge in e.
Positions of all 17 atoms, in Å:
S (2.49210, 3.17427, -0.86931)  -0.349
C (1.58627, 1.92176, -0.29689)  0.107
C (1.84403, 1.41096, 1.03027)  -0.214
N (1.20603, 0.44306, 1.62635)  -0.621
C (0.21318, -0.20384, 0.85381)  0.462
C (-0.57266, -1.33315, 1.37528)  -0.550
C (-1.47779, -1.97689, 0.54126)  -0.435
C (-1.74342, -1.50224, -0.77489)  -0.531
C (-1.02125, -0.44474, -1.25709)  -0.534
C (-0.01698, 0.16420, -0.48625)  0.678
N (0.62912, 1.28614, -0.99935)  -0.082
H (2.58908, 1.94489, 1.59238)  0.432
H (-0.52512, -1.57642, 2.42373)  0.410
H (-2.07408, -2.78429, 0.96702)  0.346
H (-2.34630, -2.07513, -1.46395)  0.373
H (-1.15458, -0.10938, -2.31329)  0.237
H (0.37238, 1.66081, -1.94910)  0.270

Results
E_HOMO = -8.287 eV
molecular weight = 162.22 g mol⁻¹
orbital gap = 7.601 eV

=====

How do the energies compare? Relative to the most stable structure, in hartree: (i) 0.0073; (ii) 0.0000.